1.
Computed, not measured: a cluster of 5 separate species, H8IO4 in total, with ωB97M-V/def2-TZVPD.

energy above the lowest of the compared OMol25 structures with the same formula, charge and spin = 77.7 kJ/mol
E_tot = -16423.45683 eV
gap between HOMO and LUMO = 0.288 Ha
charge = -1

Each line ends with the natural charge from an NBO analysis.
CARTESIAN COORDINATES (ANGSTROEM)
H (3.21941, 0.00259, 1.01997)  0.466
H (-3.63973, 2.26548, 0.59831)  0.449
I (0.03293, 0.30243, -0.31827)  -0.958
H (2.19430, -0.76160, -1.51218)  0.501
O (3.32850, 0.94258, 0.87919)  -0.954
H (-2.25819, -1.57088, 0.01443)  0.494
H (3.65004, -0.53050, -2.18769)  0.466
O (-3.14731, -1.43269, 0.33987)  -0.965
O (-3.33721, 1.52060, 1.01264)  -0.953
H (-2.59027, 1.19550, 0.56281)  0.497
H (2.77212, 0.97183, 0.10657)  0.479
H (-3.23582, -1.73602, 1.27616)  0.466
O (3.01123, -1.16930, -1.79180)  -0.989

---

2.
Computed, not measured: a structure of composition H8IO4, with ωB97M-V/def2-TZVPD.

energy above the lowest of the compared OMol25 structures with the same formula, charge and spin = 927.1 kJ/mol
E_tot = -16414.65353 eV
gap between HOMO and LUMO = 0.279 Ha
charge = -1

Each line ends with the natural charge from an NBO analysis.
CARTESIAN COORDINATES (ANGSTROEM)
H (-15.87135, -0.24745, 8.73738)  0.308
H (-16.96390, -1.22059, 8.20559)  0.343
O (-15.51177, -1.02696, 12.31596)  -0.990
H (-17.92257, -1.05027, 11.05950)  0.351
O (-17.16392, -0.95443, 7.30816)  -0.934
H (-16.96688, -1.72737, 6.77903)  0.439
H (-15.80422, -0.58468, 7.26304)  0.457
H (-14.72073, -0.57354, 12.02459)  0.455
H (-18.41708, -0.93552, 12.48574)  0.446
I (-16.80487, -0.96683, 9.80135)  -0.289
O (-18.68660, -0.79741, 11.57771)  -0.981
O (-15.47591, 0.03641, 7.91320)  -1.013
H (-16.10548, -0.97930, 11.56664)  0.407

---

3.
Computed, not measured: a cluster of 2 separate species, H8N2Si2 in total, with ωB97M-V/def2-TZVPD.

energy above the lowest of the compared OMol25 structures with the same formula, charge and spin = 251.5 kJ/mol
E_tot = -18863.92036 eV
gap between HOMO and LUMO = 0.304 Ha

Each line ends with the natural charge from an NBO analysis.
CARTESIAN COORDINATES (ANGSTROEM)
Si (2.01968, 1.14999, -0.45829)  0.824
H (-0.77408, -0.87079, -1.23923)  0.387
H (2.85271, -0.99137, 0.46784)  0.391
H (-0.76578, 1.61376, 0.26659)  -0.211
H (-1.53842, 0.57789, 1.87095)  -0.197
N (2.21209, -0.19803, 0.66337)  -1.306
H (2.13104, -0.08968, 1.67070)  0.397
H (-0.67559, -1.43885, 0.23977)  0.384
H (-3.16061, 0.87058, 0.06662)  -0.179
Si (-1.69370, 0.60082, 0.40839)  1.076
H (2.70842, 0.66272, -1.69022)  -0.303
N (-1.18739, -0.87446, -0.32291)  -1.264

---

4.
Computed, not measured: a structure of composition H8NaO4, with ωB97M-V/def2-TZVPD.

energy above the lowest of the compared OMol25 structures with the same formula, charge and spin = 15.0 kJ/mol
E_tot = -12732.59111 eV
gap between HOMO and LUMO = 0.449 Ha
charge = +1

Each line ends with the natural charge from an NBO analysis.
CARTESIAN COORDINATES (ANGSTROEM)
H (2.79737, -1.43852, 0.89513)  0.497
H (-2.96443, 0.23277, -0.83215)  0.503
H (1.12176, 3.48060, 0.74253)  0.498
O (-2.03763, 0.34563, -1.04320)  -0.985
Na (0.17123, 0.32659, -0.02509)  0.972
O (2.19437, -1.22185, 0.18401)  -0.983
H (-2.02274, 0.48921, -1.98945)  0.489
O (0.57217, 2.89036, 0.22698)  -0.981
H (-1.14174, -2.49739, 0.20711)  0.490
O (-0.78642, -1.84458, 0.81028)  -0.969
H (-0.23056, 3.38708, 0.06848)  0.490
H (-0.07374, -2.29727, 1.26125)  0.486
H (2.40036, -1.85262, -0.50587)  0.493

---

5.
Computed, not measured: a cluster of 4 separate species, H8O3S2 in total, with ωB97M-V/def2-TZVPD.

energy above the lowest of the compared OMol25 structures with the same formula, charge and spin = 112.6 kJ/mol
E_tot = -27941.82440 eV
gap between HOMO and LUMO = 0.351 Ha
SMILES = SS.O.O.O

Each line ends with the natural charge from an NBO analysis.
CARTESIAN COORDINATES (ANGSTROEM)
H (5.56584, 1.60271, 2.11353)  0.463
H (-0.56774, 2.68859, 1.12987)  0.126
O (6.15390, 1.04311, 2.65456)  -0.927
H (-1.17162, -3.29983, 1.57246)  0.468
H (5.77797, 1.31321, 3.55937)  0.463
H (-0.48745, -0.68450, 1.07285)  0.138
O (-0.30824, -2.84426, 1.28795)  -0.911
S (-1.57880, 1.83617, 1.27574)  -0.132
O (-1.81093, -2.04417, -6.59875)  -0.934
H (-2.58467, -1.98640, -6.00088)  0.467
H (-0.38485, -2.27700, 2.11309)  0.454
S (-0.70432, 0.32564, 0.14861)  -0.143
H (-1.89547, -1.18314, -7.09989)  0.467

---

6.
Computed, not measured: a cluster of 4 separate species, H8O3S2 in total, with ωB97M-V/def2-TZVPD.

energy above the lowest of the compared OMol25 structures with the same formula, charge and spin = 168.0 kJ/mol
E_tot = -27941.25085 eV
gap between HOMO and LUMO = 0.329 Ha
SMILES = SS.O.O.O

Each line ends with the natural charge from an NBO analysis.
CARTESIAN COORDINATES (ANGSTROEM)
H (1.52151, -0.84187, 3.78535)  0.455
H (-1.20286, -1.96904, 0.08442)  0.458
S (-3.10541, 0.25933, -0.80827)  -0.187
H (-1.54698, -2.45431, 1.24736)  0.453
O (4.61774, 3.03781, -2.23086)  -0.921
H (2.37909, -1.68673, 3.16402)  0.454
H (-5.09526, 0.47157, -2.16741)  0.130
H (3.77932, 3.35787, -2.28927)  0.457
O (2.10148, -1.58444, 4.00817)  -0.908
H (-2.68886, 1.17437, -1.72683)  0.145
S (-4.76100, -0.67212, -1.60972)  -0.088
O (-1.10320, -2.86593, 0.41500)  -0.913
H (5.10445, 3.77348, -1.87197)  0.464

---

7.
Computed, not measured: a cluster of 5 separate species, H8O3S2 in total, with ωB97M-V/def2-TZVPD.

energy above the lowest of the compared OMol25 structures with the same formula, charge and spin = 550.3 kJ/mol
E_tot = -27937.28830 eV
gap between HOMO and LUMO = 0.157 Ha

Each line ends with the natural charge from an NBO analysis.
CARTESIAN COORDINATES (ANGSTROEM)
H (-0.68819, 2.08902, -0.92702)  0.468
H (1.57561, -1.51968, 0.30226)  0.456
H (-0.07764, 0.71934, -2.84480)  0.116
H (-0.41626, -3.00295, 1.75844)  0.122
S (-0.54899, -1.79739, 1.19281)  -0.146
O (2.40817, -1.51189, -0.18573)  -0.927
H (-0.62839, 0.58114, 1.65601)  0.463
H (-1.36623, 3.44319, -1.19269)  0.463
S (0.33652, 0.16989, -1.70594)  -0.081
O (-0.64276, 3.03661, -0.72224)  -0.932
H (-1.87455, 1.24648, 2.28897)  0.469
O (-1.12134, 1.41373, 1.72903)  -0.925
H (2.21022, -0.69398, -0.64871)  0.454

---

8.
Computed, not measured: a cluster of 4 separate species, H8O3S2 in total, with ωB97M-V/def2-TZVPD.

energy above the lowest of the compared OMol25 structures with the same formula, charge and spin = 56.3 kJ/mol
E_tot = -27942.40800 eV
gap between HOMO and LUMO = 0.357 Ha
SMILES = SS.O.O.O

Each line ends with the natural charge from an NBO analysis.
CARTESIAN COORDINATES (ANGSTROEM)
H (1.38938, -3.20553, -5.72836)  0.470
H (-2.27904, 0.19854, 3.58922)  0.471
H (-3.44068, -0.79687, 3.58584)  0.468
O (-2.63156, -0.56196, 4.07309)  -0.938
H (2.44353, 4.22733, -1.27779)  0.122
O (1.77309, -3.28545, -4.84908)  -0.942
S (2.72029, 3.46638, -0.21415)  -0.120
H (-0.36894, -2.30318, 0.99024)  0.470
O (-0.95448, -1.56600, 0.79127)  -0.940
S (1.41977, 4.33669, 1.12328)  -0.126
H (-1.59605, -1.57952, 1.51343)  0.469
H (1.24961, -2.74591, -4.25232)  0.471
H (0.27508, 3.81548, 0.65533)  0.123

---

9.
Computed, not measured: a cluster of 4 separate species, H8O4 in total, with ωB97M-V/def2-TZVPD.

energy above the lowest of the compared OMol25 structures with the same formula, charge and spin = 56.3 kJ/mol
E_tot = -8320.09284 eV
gap between HOMO and LUMO = 0.426 Ha
SMILES = O.O.O.O

Each line ends with the natural charge from an NBO analysis.
CARTESIAN COORDINATES (ANGSTROEM)
O (0.94042, 0.70227, -1.24857)  -0.978
H (-0.57419, 1.60541, 0.20850)  0.487
O (-0.82604, -1.23569, -0.45171)  -1.005
H (0.42604, -1.07882, 0.91748)  0.496
H (0.53680, -0.16565, -1.26955)  0.494
H (1.33436, 0.13403, 0.69073)  0.491
H (1.45063, 0.65323, -2.08476)  0.481
H (-0.39322, 0.66407, 1.50174)  0.506
H (-1.10762, -0.42414, 0.01257)  0.505
O (0.96634, -0.38771, 1.44787)  -0.969
H (-1.68633, -1.62412, -0.65413)  0.491
O (-1.06719, 1.15713, 0.92983)  -0.999

---

10.
Computed, not measured: a cluster of 4 separate species, H8O4 in total, with ωB97M-V/def2-TZVPD.

energy above the lowest of the compared OMol25 structures with the same formula, charge and spin = 68.6 kJ/mol
E_tot = -8319.96497 eV
gap between HOMO and LUMO = 0.424 Ha
SMILES = O.O.O.O

Each line ends with the natural charge from an NBO analysis.
CARTESIAN COORDINATES (ANGSTROEM)
O (1.31078, -1.24995, -2.27094)  -0.962
H (0.77233, -1.23857, -3.06853)  0.464
H (-1.11576, -0.17263, 0.56983)  0.492
O (1.92928, 1.31136, -0.25560)  -0.955
H (2.66048, 0.69659, -0.11779)  0.486
H (0.78723, -0.76160, -1.60962)  0.491
H (-3.17409, -0.37372, 2.12505)  0.473
O (-2.35031, -0.05461, 2.51285)  -0.950
O (-0.40671, -0.34124, -0.06377)  -0.989
H (0.10726, 0.48684, -0.09785)  0.492
H (-2.55640, 0.08581, 3.44331)  0.479
H (2.03592, 1.61173, -1.16693)  0.480